{"formula": "C9H16N2S", "method": "ωB97M-V with the def2-TZVPD basis set", "elements": ["C", "C", "C", "C", "C", "C", "C", "C", "C", "N", "N", "S", "H", "H", "H", "H", "H", "H", "H", "H", "H", "H", "H", "H", "H", "H", "H", "H"], "xyz": [[-2.402, 0.872, 0.775], [-0.120, -0.914, -1.537], [0.129, -0.131, 0.629], [0.192, 0.496, -1.848], [1.734, 0.663, -2.030], [-0.553, 1.112, -2.923], [0.123, 0.919, 2.891], [-0.092, -1.545, 2.628], [0.499, -0.288, 2.106], [-3.290, 0.172, 0.592], [-0.058, -1.175, -0.201], [-0.095, 1.386, -0.196], [-1.778, 1.596, 1.265], [-0.190, -1.688, -2.386], [2.130, 0.675, -1.130], [2.036, 1.652, -2.398], [2.129, -0.184, -2.650], [-0.767, 0.309, -3.714], [0.024, 1.926, -3.382], [-1.538, 1.543, -2.619], [0.867, 1.002, 3.589], [-0.829, 0.594, 3.411], [0.034, 1.821, 2.359], [0.159, -1.873, 3.759], [0.236, -2.466, 2.127], [-1.249, -1.589, 2.683], [1.551, -0.488, 2.258], [-0.190, -2.075, 0.255]], "mulliken_charge": [0.250, -0.899, -0.475, 1.316, -1.527, -1.311, -2.068, -1.683, 1.443, -0.550, 0.242, -0.403, 0.357, 0.299, 0.466, 0.399, 0.318, 0.296, 0.345, 0.319, 0.521, 0.323, 0.521, 0.323, 0.448, 0.318, 0.222, 0.192], "spin_multiplicity": 1, "mol_weight_da": 184.31, "total_energy_ev": -23403.06460, "e_homo_ev": [-6.18, -6.33], "relative_energy_ev": 4.510, "largest_force_ev_per_a": 5.04}



{"formula": "C9H16N2S", "method": "ωB97M-V with the def2-TZVPD basis set", "elements": ["C", "C", "C", "C", "C", "C", "C", "C", "C", "N", "N", "S", "H", "H", "H", "H", "H", "H", "H", "H", "H", "H", "H", "H", "H", "H", "H", "H"], "xyz": [[-0.221, -1.148, 1.145], [1.514, -0.019, -0.985], [-2.919, 0.675, 1.142], [-0.685, 1.792, 1.701], [-1.554, 1.896, -0.696], [1.147, -2.351, -1.328], [3.489, -1.401, -1.002], [-0.897, -0.277, 0.255], [-1.534, 1.096, 0.659], [0.247, -1.858, 1.938], [2.044, -1.171, -1.195], [2.098, 1.472, -0.850], [-3.355, -0.134, 0.525], [-2.890, 0.279, 2.166], [-3.499, 1.690, 0.914], [-1.266, 2.344, 2.388], [0.045, 2.447, 1.252], [-0.035, 1.168, 2.295], [-0.424, 2.053, -0.844], [-2.048, 2.862, -0.375], [-1.972, 1.277, -1.461], [0.909, -2.713, -0.282], [0.251, -1.876, -1.811], [1.516, -3.014, -2.110], [3.710, -1.786, -1.924], [3.925, -0.469, -0.689], [3.648, -2.154, -0.142], [-1.243, -0.681, -0.687]], "mulliken_charge": [-0.039, 0.409, -1.400, -1.742, -1.189, -0.865, -0.921, -0.780, 1.887, -0.587, 0.016, -0.361, 0.338, 0.377, 0.334, 0.463, 0.379, 0.366, 0.125, 0.458, 0.330, 0.275, 0.281, 0.366, 0.395, 0.303, 0.251, 0.530], "spin_multiplicity": 1, "mol_weight_da": 184.31, "total_energy_ev": -23403.40388, "e_homo_ev": [-7.65, -8.15], "relative_energy_ev": 4.170, "largest_force_ev_per_a": 3.77}



{"formula": "C9H16N3O2S", "method": "ωB97M-V with the def2-TZVPD basis set", "elements": ["N", "C", "C", "C", "N", "S", "H", "H", "H", "H", "H", "H", "H", "H", "H", "H", "H", "C", "C", "C", "C", "C", "C", "N", "O", "O", "H", "H", "H", "H", "H"], "xyz": [[3.484, 0.657, -0.942], [2.526, 0.835, -2.020], [1.286, 1.527, -1.464], [0.163, 1.613, -2.504], [-1.145, 1.092, -1.935], [-1.938, -0.220, -2.860], [4.377, 0.368, -1.317], [3.186, -0.103, -0.340], [2.228, -0.101, -2.509], [2.973, 1.484, -2.776], [0.949, 1.005, -0.563], [1.564, 2.537, -1.161], [0.393, 0.990, -3.367], [-0.004, 2.628, -2.855], [-0.959, 0.744, -0.994], [-1.835, 1.837, -1.853], [-1.533, -1.155, -1.991], [-2.281, -0.945, 3.732], [-0.975, -0.481, 3.816], [-0.120, -0.610, 2.735], [-0.606, -1.204, 1.583], [-1.902, -1.680, 1.477], [-2.743, -1.545, 2.567], [0.294, -1.329, 0.431], [1.431, -0.937, 0.542], [-0.152, -1.807, -0.608], [-2.943, -0.843, 4.581], [-0.618, -0.021, 4.726], [0.900, -0.262, 2.784], [-2.241, -2.160, 0.571], [-3.757, -1.916, 2.511]], "mulliken_charge": [-0.655, -0.661, -0.037, -0.583, -0.168, -0.012, 0.262, 0.271, 0.336, 0.437, -0.084, 0.340, 0.412, 0.290, 0.209, 0.432, 0.238, -0.453, -0.540, -0.391, 0.258, -0.266, -0.496, 1.004, -0.601, -0.670, 0.406, 0.394, 0.477, 0.454, 0.396], "spin_multiplicity": 1, "mol_weight_da": 230.31, "total_energy_ev": -28983.13716, "e_homo_ev": -12.27, "charge": 1, "relative_energy_ev": 1.319, "largest_force_ev_per_a": 0.54}



{"formula": "C9H16N4O4", "method": "ωB97M-V with the def2-TZVPD basis set", "elements": ["C", "N", "C", "O", "C", "N", "C", "O", "C", "C", "C", "N", "O", "N", "C", "C", "O", "H", "H", "H", "H", "H", "H", "H", "H", "H", "H", "H", "H", "H", "H", "H", "H"], "xyz": [[0.445, 3.670, 2.669], [-0.588, 2.955, 1.913], [-1.521, 2.161, 2.403], [-1.639, 1.990, 3.609], [-2.438, 1.427, 1.405], [-1.766, 0.319, 0.701], [-0.813, 0.460, -0.234], [-0.564, 1.571, -0.762], [-0.064, -0.835, -0.646], [-0.949, -1.696, -1.551], [-1.212, -3.087, -0.994], [-0.187, -3.931, -0.958], [-2.262, -3.362, -0.470], [1.192, -0.459, -1.324], [2.229, -1.278, -1.521], [3.511, -0.690, -2.065], [2.147, -2.453, -1.269], [0.264, 4.715, 2.594], [0.483, 3.378, 3.717], [1.430, 3.474, 2.184], [-0.586, 3.042, 0.900], [-2.742, 2.155, 0.651], [-3.308, 1.103, 1.977], [-2.004, -0.587, 1.035], [0.145, -1.402, 0.276], [-0.461, -1.848, -2.487], [-1.900, -1.170, -1.702], [0.759, -3.587, -1.134], [-0.349, -4.837, -0.619], [1.269, 0.482, -1.704], [3.996, -0.087, -1.305], [3.293, -0.095, -2.919], [4.190, -1.499, -2.371]], "mulliken_charge": [-0.908, -0.142, 0.759, -0.673, -0.947, -0.110, 0.060, -0.765, 0.221, -0.872, 0.490, -0.300, -0.646, -0.181, 0.698, -1.233, -0.716, 0.309, 0.341, 0.289, 0.214, 0.357, 0.390, 0.281, 0.549, 0.394, 0.336, 0.333, 0.209, 0.235, 0.300, 0.390, 0.338], "spin_multiplicity": 1, "smiles": "CNC(=O)CNC(=O)[C@@H](CC(N)=O)NC(C)=O", "mol_weight_da": 244.25, "total_energy_ev": -23744.98150, "e_homo_ev": -9.58, "relative_energy_ev": 0.000, "largest_force_ev_per_a": 2.13}



{"formula": "C9H16N4O5", "method": "ωB97M-V with the def2-TZVPD basis set", "elements": ["N", "C", "O", "C", "C", "C", "N", "C", "O", "N", "C", "C", "C", "N", "O", "C", "O", "O", "H", "H", "H", "H", "H", "H", "H", "H", "H", "H", "H", "H", "H", "H", "H", "H"], "xyz": [[1.471, -4.400, 1.194], [1.750, -4.300, -0.088], [2.911, -4.494, -0.470], [0.738, -3.474, -0.893], [0.788, -1.898, -0.793], [0.495, -1.405, 0.704], [-0.621, -1.987, 1.357], [0.578, 0.092, 0.852], [1.684, 0.573, 0.908], [-0.502, 0.939, 0.556], [-0.121, 2.226, 0.143], [-1.372, 3.147, -0.168], [-2.203, 2.616, -1.253], [-2.310, 3.296, -2.439], [-2.884, 1.627, -0.976], [0.567, 3.201, 1.145], [0.436, 3.327, 2.345], [1.355, 4.024, 0.406], [2.162, -4.898, 1.821], [0.543, -4.003, 1.517], [0.737, -3.786, -1.895], [-0.149, -3.800, -0.522], [0.099, -1.360, -1.497], [1.720, -1.501, -1.136], [1.287, -1.677, 1.393], [-1.000, -1.301, 1.992], [-1.333, -2.010, 0.684], [-1.376, 0.542, 0.244], [0.556, 2.119, -0.792], [-2.130, 3.050, 0.741], [-1.255, 4.250, -0.133], [-2.582, 2.612, -3.156], [-1.781, 4.048, -2.907], [1.742, 4.603, 1.115]], "mulliken_charge": [-0.347, 0.525, -0.667, -1.038, -0.712, 0.313, -0.691, -0.083, -0.606, -0.123, 0.223, -0.779, 0.385, -0.491, -0.621, 0.391, -0.593, -0.457, 0.256, 0.244, 0.447, 0.474, 0.385, 0.482, 0.268, 0.348, 0.214, 0.384, 0.253, 0.286, 0.458, 0.273, 0.242, 0.354], "spin_multiplicity": 1, "smiles": "NC(=O)CC[C@H](N)C(=O)N[C@@H](CC(N)=O)C(=O)O", "mol_weight_da": 260.25, "total_energy_ev": -25790.42131, "e_homo_ev": -9.36, "relative_energy_ev": 2.818, "largest_force_ev_per_a": 4.60}



{"formula": "C9H16N5O6PS2", "method": "ωB97M-V with the def2-TZVPD basis set", "elements": ["C", "S", "O", "O", "N", "N", "P", "O", "N", "N", "S", "C", "O", "O", "N", "C", "O", "C", "C", "C", "C", "C", "C", "H", "H", "H", "H", "H", "H", "H", "H", "H", "H", "H", "H", "H", "H", "H", "H"], "xyz": [[0.544, 1.907, -3.478], [1.336, 2.072, -1.866], [2.186, 3.223, -1.922], [0.363, 2.042, -0.802], [2.314, 0.702, -1.631], [1.837, -0.123, -0.618], [0.206, -0.558, -0.651], [-0.573, -0.339, -1.869], [0.226, -2.194, -0.192], [-0.177, -3.043, -1.231], [0.657, -2.925, -2.697], [-0.660, -2.555, -3.863], [1.582, -1.826, -2.619], [1.191, -4.217, -3.023], [-0.603, 0.091, 0.697], [0.004, -0.004, 1.908], [1.034, -0.650, 2.008], [-0.640, 0.678, 3.053], [-1.994, 1.006, 3.065], [-2.541, 1.638, 4.167], [-1.747, 1.954, 5.258], [-0.402, 1.623, 5.255], [0.148, 0.983, 4.161], [-0.020, 2.814, -3.651], [1.330, 1.798, -4.213], [-0.102, 1.042, -3.432], [2.400, 0.140, -2.472], [2.166, 0.167, 0.297], [1.126, -2.439, 0.219], [-0.236, -4.005, -0.921], [-1.158, -1.669, -3.495], [-1.320, -3.410, -3.881], [-0.212, -2.389, -4.834], [-1.278, 0.813, 0.504], [-2.625, 0.744, 2.229], [-3.592, 1.885, 4.176], [-2.180, 2.452, 6.113], [0.216, 1.862, 6.108], [1.192, 0.710, 4.141]], "mulliken_charge": [-0.815, 1.064, -0.666, -0.574, -0.590, 0.045, 0.442, -0.776, -0.065, -0.586, 1.052, -0.836, -0.617, -0.679, -0.089, 0.572, -0.682, 0.326, -0.341, -0.644, -0.358, -0.554, -0.422, 0.372, 0.379, 0.198, 0.409, 0.485, 0.312, 0.288, 0.274, 0.356, 0.328, 0.381, 0.423, 0.392, 0.387, 0.390, 0.419], "spin_multiplicity": 1, "smiles": "CS(=O)(=O)NNP(=O)(NNS(C)(=O)=O)NC(=O)c1ccccc1", "mol_weight_da": 385.36, "total_energy_ev": -60287.48214, "e_homo_ev": -9.61, "largest_force_ev_per_a": 1.53}